No. 1
{"formula": "C28H39MnN7O3S", "method": "ωB97M-V with the def2-TZVPD basis set", "max_force_ha_per_bohr": 0.025, "multiplicity": 2, "homo_ev": [-13.05, -13.01], "lumo_energy_ev": [-5.4813, -5.6227], "e_above_lowest_ev": 2.893, "charge": 2, "elements": ["H", "C", "C", "S", "N", "C", "C", "H", "C", "C", "H", "O", "N", "N", "H", "H", "C", "H", "C", "H", "C", "C", "H", "C", "C", "Mn", "H", "H", "C", "H", "H", "H", "H", "H", "C", "O", "H", "C", "H", "C", "H", "N", "H", "N", "H", "H", "H", "H", "C", "C", "C", "H", "H", "H", "C", "H", "N", "H", "H", "C", "C", "H", "C", "H", "H", "C", "H", "H", "N", "O", "H", "H", "C", "C", "H", "C", "H", "C", "H"], "xyz": [[2.99, 3.67, 2.97], [2.57, 2.44, -4.05], [0.92, 0.43, -2.07], [0.80, -1.81, 0.86], [0.88, 1.80, -2.44], [1.07, 1.93, -6.00], [-1.11, -4.08, 1.83], [-3.39, -3.48, -3.13], [-2.79, -2.75, -2.60], [3.01, -0.53, -3.83], [0.85, 5.39, 0.97], [0.82, 1.46, 1.17], [1.88, 0.14, -4.49], [-1.29, -0.91, -1.26], [2.73, -1.03, -2.91], [2.31, 3.39, -2.20], [0.28, -1.35, 4.85], [-0.40, 3.43, -2.44], [-0.96, -1.21, -2.52], [-0.78, -1.61, 4.99], [2.07, 3.08, 3.01], [-0.39, 2.37, -2.20], [1.35, 2.88, -6.44], [-2.94, 0.23, 3.17], [-2.33, -1.49, -0.64], [-0.13, 0.22, -0.13], [0.85, -4.91, 1.46], [-1.20, 1.86, -2.73], [0.18, -0.47, -3.03], [1.09, -3.36, 5.06], [0.10, 4.03, -0.48], [2.24, -2.06, 5.39], [0.40, -0.37, 5.30], [-1.26, 1.43, 2.56], [0.59, -0.30, -4.31], [1.63, 0.04, -1.13], [3.44, -1.26, -4.52], [1.99, 2.60, -2.87], [1.62, 3.20, 4.00], [2.20, 1.41, -5.12], [-1.42, -2.46, -4.22], [1.16, 3.55, 1.97], [-3.99, -2.85, -0.81], [0.53, -1.18, 3.42], [-4.52, -1.19, 3.49], [3.08, 1.26, -5.75], [-1.25, 3.63, 0.58], [-2.10, -4.39, 2.16], [1.20, -2.36, 5.50], [-3.13, -2.40, -1.28], [-2.56, -0.97, 0.76], [-0.88, -3.17, 3.73], [0.85, 1.23, -6.81], [1.26, -0.55, 3.13], [-1.70, -2.17, -3.22], [-1.20, -3.64, 0.84], [-1.75, 0.05, 1.12], [-0.49, -6.02, 1.15], [-4.17, -2.28, 1.28], [0.61, 2.69, 1.13], [-3.75, -0.84, 2.82], [1.54, 5.50, 2.59], [-3.55, -1.45, 1.59], [-0.18, 5.14, 2.40], [2.31, 2.04, 2.84], [-0.13, -5.24, 1.82], [0.16, 2.10, -5.41], [3.38, 3.12, -4.29], [-0.68, -3.01, 2.75], [-0.76, 2.17, -0.79], [0.98, -2.44, 6.56], [-0.05, -0.41, -5.19], [0.15, -2.02, 2.45], [0.81, 4.97, 1.98], [3.77, 0.21, -3.58], [-0.36, 3.22, 0.09], [-0.01, -5.67, 2.81], [-1.94, 0.63, 2.29], [-3.07, 0.75, 4.11]], "mulliken_charge": [0.393, -1.059, 0.507, -0.515, 1.598, -1.407, -0.351, 0.473, -0.929, -0.950, 0.339, -0.673, 0.125, 0.904, 0.355, 0.471, -0.772, 0.607, 0.360, 0.358, -1.032, -1.362, 0.418, -0.971, 0.091, 0.202, 0.280, 0.231, 0.979, 0.261, 0.607, 0.340, 0.463, 0.482, -1.400, -0.768, 0.373, -0.228, 0.358, 0.198, 0.577, 0.197, 0.510, 0.197, 0.474, 0.410, 0.406, 0.441, -1.091, -0.557, 0.545, 0.287, 0.356, 0.182, -1.156, 0.051, 0.405, 0.419, 0.488, 0.608, -0.859, 0.331, -0.676, 0.313, 0.251, -1.211, 0.292, 0.388, 0.062, -0.350, 0.399, 0.524, 0.179, -0.918, 0.362, -0.867, 0.371, -0.222, 0.530]}

No. 2
{"formula": "C28H39N2O6S2Y", "method": "ωB97M-V with the def2-TZVPD basis set", "max_force_ha_per_bohr": 0.058, "homo_ev": -13.47, "lumo_energy_ev": -6.9089, "e_above_lowest_ev": 0.000, "charge": 2, "elements": ["H", "C", "H", "C", "O", "H", "O", "H", "H", "H", "C", "C", "H", "H", "H", "H", "H", "C", "O", "H", "Y", "H", "C", "H", "H", "C", "H", "H", "H", "N", "C", "H", "H", "C", "H", "C", "H", "H", "H", "C", "H", "C", "C", "C", "C", "S", "H", "H", "H", "C", "C", "H", "C", "H", "N", "O", "H", "O", "H", "C", "C", "C", "H", "C", "H", "O", "H", "H", "C", "C", "S", "C", "H", "C", "C", "H", "H", "C"], "xyz": [[4.30, 4.58, -4.25], [4.05, 3.89, -3.41], [0.48, 2.10, 4.84], [-4.89, -1.99, -5.59], [0.33, -3.45, 2.30], [-2.81, -0.34, 3.73], [-1.43, 0.59, 2.30], [3.39, -3.26, 3.61], [2.84, 0.07, -3.83], [-4.80, 1.13, -4.24], [-0.85, -4.13, 2.83], [-5.26, -0.66, -5.41], [0.36, 2.96, 0.61], [-5.93, -0.12, -6.06], [1.16, -4.17, 4.06], [-0.52, -5.12, 3.18], [-2.49, -3.70, 4.15], [-1.46, -3.33, 3.91], [-1.63, -1.99, 3.44], [-1.62, 1.42, -4.19], [-0.03, -1.06, 2.09], [3.08, -0.29, -2.11], [3.54, 2.18, -1.26], [-3.84, -3.70, -4.81], [-2.55, -1.37, 5.20], [3.01, -0.88, 4.19], [1.35, 3.72, 1.79], [-0.83, -3.30, 4.80], [-3.59, -2.01, 3.85], [-1.64, 0.37, -2.31], [3.27, 1.77, -2.55], [-0.07, 3.77, 4.29], [2.45, -0.01, 4.59], [-3.11, 0.24, -2.39], [3.47, -1.43, 5.01], [3.53, 2.60, -3.62], [1.84, -4.91, 2.48], [-3.44, -0.20, -1.43], [-0.40, 4.13, 1.68], [-3.69, -0.57, -3.53], [-1.51, -4.27, 2.00], [-2.72, -1.37, 4.13], [0.15, 2.28, 2.72], [0.34, 3.31, 1.63], [4.17, 3.39, -1.04], [1.52, -0.85, -0.22], [0.83, 1.54, -4.33], [1.90, 1.29, 2.09], [2.96, -2.73, 1.93], [1.48, -3.95, 3.03], [0.60, 2.86, 4.02], [1.69, 3.13, 4.06], [0.35, 0.77, -3.73], [-2.85, -2.46, -2.96], [1.16, 0.43, -2.56], [2.03, -1.68, 3.48], [4.72, 5.26, -1.91], [-2.07, 2.50, 3.49], [-5.29, -2.52, -6.47], [-3.47, -1.96, -3.66], [4.34, 4.27, -2.12], [2.61, 0.41, -2.78], [4.61, 3.58, -0.03], [-4.09, -2.65, -4.68], [3.39, 2.28, -4.65], [1.00, 1.08, 2.42], [3.21, 1.58, -0.41], [-0.89, 2.23, -2.80], [0.57, -0.18, -1.46], [-0.90, -0.37, -1.47], [-1.60, -1.54, -0.42], [-0.98, 1.28, -3.29], [3.77, -0.48, 3.53], [-1.27, 1.79, 2.88], [-4.59, 0.06, -4.40], [0.26, -0.16, -4.35], [-3.59, 1.22, -2.53], [2.59, -2.90, 2.97]], "mulliken_charge": [0.363, -0.778, 0.314, -0.369, -0.482, 0.200, -0.553, 0.521, 0.526, 0.274, -0.883, -0.683, 0.260, 0.403, 0.414, 0.483, 0.502, -0.292, -0.194, 0.430, 1.384, 0.720, 0.154, 0.391, 0.349, -0.953, 0.420, 0.289, 0.341, 0.438, 0.675, 0.352, 0.206, -1.632, 0.398, -0.244, 0.286, 0.427, 0.409, 0.891, 0.329, -0.791, 1.810, -1.528, -0.748, -0.282, 0.415, 0.151, 0.286, -0.475, -1.592, 0.400, -0.569, 0.414, 0.538, -0.260, 0.390, -0.606, 0.357, -0.245, -0.374, -1.959, 0.371, -0.661, 0.383, 0.114, 0.345, 0.330, 0.357, 0.357, -0.267, -0.831, 0.378, -0.114, -0.324, 0.335, 0.481, -0.670]}

No. 3
{"formula": "C28H39N5O4Pd", "method": "ωB97M-V with the def2-TZVPD basis set", "max_force_ha_per_bohr": 0.071, "homo_ev": [-12.91, -12.89], "lumo_energy_ev": [-7.7663, -7.7646], "charge": 2, "elements": ["H", "H", "H", "O", "N", "H", "H", "H", "H", "C", "C", "H", "C", "C", "H", "H", "H", "C", "N", "H", "H", "C", "H", "C", "C", "H", "C", "H", "H", "C", "C", "H", "C", "H", "O", "H", "C", "C", "H", "H", "N", "H", "C", "H", "H", "C", "N", "H", "H", "H", "H", "H", "C", "H", "C", "C", "O", "H", "C", "C", "Pd", "C", "C", "C", "H", "O", "C", "N", "H", "H", "H", "C", "C", "H", "H", "H", "C"], "xyz": [[-2.19, -2.13, 0.46], [-1.84, -2.03, 2.07], [-3.94, -6.44, -0.54], [-1.04, -1.21, -1.75], [1.39, -1.80, -0.57], [1.64, -3.75, -1.34], [0.18, 0.13, 3.24], [2.38, 1.87, 1.03], [3.18, -2.61, 0.23], [-4.96, -2.44, 0.15], [2.29, -2.07, 0.57], [-1.09, 1.42, -6.28], [-3.28, -2.83, -2.00], [0.95, -0.55, 2.88], [-1.97, 6.42, 4.69], [1.77, -2.72, 1.27], [-2.71, -5.85, 0.61], [-1.84, 4.30, 4.37], [-1.91, -1.51, 1.22], [-3.74, -0.76, 1.83], [1.32, 1.96, 2.45], [-0.79, 2.69, 1.26], [-3.87, -0.87, -2.63], [-1.59, -1.12, -4.06], [-4.81, -1.44, -0.79], [0.17, -2.90, -1.88], [-1.74, 5.64, 3.97], [0.50, -1.51, 2.66], [-1.65, 2.27, 3.74], [0.83, -3.08, -1.04], [-1.13, 3.66, 2.14], [0.26, -3.54, -0.24], [2.73, -0.81, 1.25], [-0.22, 1.26, -2.08], [-1.93, 0.74, -0.25], [-0.76, 5.30, 0.75], [-2.91, -6.08, -0.44], [-1.06, 5.04, 1.76], [-0.48, 2.94, 0.25], [3.36, -0.22, 0.58], [1.58, 0.01, 1.66], [2.95, 1.32, 2.62], [-2.98, 0.55, 0.51], [1.48, -1.07, -2.54], [-5.64, -2.30, 0.98], [-0.61, 1.47, -4.17], [-2.53, -3.20, -3.17], [3.34, -1.06, 2.12], [-5.36, -0.51, -0.70], [-2.14, 4.05, 5.37], [-1.89, -2.99, -5.06], [3.02, -1.68, -1.93], [-1.10, -0.53, -2.85], [-1.91, -0.88, -6.20], [2.08, 1.37, 1.96], [-2.02, -2.46, -4.12], [-4.02, 1.19, 0.49], [-0.89, 1.63, 1.52], [-1.55, 3.31, 3.47], [-3.42, -3.83, -1.05], [-0.13, -0.28, 0.05], [-4.27, -3.64, 0.03], [2.12, -1.12, -1.66], [-3.96, -1.64, -1.87], [-1.32, 7.06, 2.38], [-2.68, -4.95, -1.28], [-0.60, 0.80, -2.98], [-2.85, -0.47, 1.45], [-2.23, -6.85, -0.77], [-0.25, 2.50, -4.21], [2.40, -0.11, -1.38], [-1.08, 0.87, -5.35], [-1.37, 6.01, 2.67], [-2.49, -4.20, -3.31], [1.69, -0.69, 3.67], [-4.42, -4.43, 0.75], [-1.53, -0.40, -5.29]], "mulliken_charge": [-0.196, 0.333, 0.393, 0.357, 0.835, 0.422, 0.176, 0.364, 0.356, -1.112, -0.984, 0.422, 0.075, -0.927, 0.427, 0.453, 0.370, -0.865, -0.238, 0.389, 0.318, -0.045, 0.549, 0.620, -0.936, -0.026, -0.176, 0.169, 0.365, -1.000, 0.789, 0.402, -1.328, 0.365, -0.672, 0.434, -0.994, -0.377, 0.173, 0.523, 0.930, 0.341, 0.369, 0.306, 0.553, -0.746, 0.153, 0.424, 0.452, 0.436, 0.490, 0.317, 1.039, 0.455, -1.254, -0.785, -0.690, 0.066, -0.033, 0.658, 0.408, -0.399, -0.902, 0.225, 0.439, -0.507, -0.539, -0.098, 0.280, 0.445, 0.219, -0.911, -0.779, 0.326, 0.431, 0.479, -0.802]}